(1)
C32H43BrCaN4P2 | wB97M-V/def2-TZVPD

```
83
Properties=species:S:1:pos:R:3:mulliken_charge:R:1
Ca -1.009 0.816 0.187 1.072
C -2.989 -1.923 4.766 -1.451
C -3.368 -1.343 3.433 0.547
C -4.661 -1.412 2.931 -0.473
C -4.977 -0.877 1.698 -0.575
C -3.944 -0.290 0.988 -0.099
Br -4.252 0.432 -0.737 -0.085
N -2.713 -0.193 1.436 0.042
C -2.433 -0.692 2.642 -0.534
H -3.862 -2.017 5.410 0.406
H -2.259 -1.294 5.275 0.383
H -2.551 -2.916 4.650 0.281
H -5.438 -1.884 3.523 0.412
H -5.980 -0.903 1.298 0.467
H -1.415 -0.548 2.995 0.458
C 2.635 -1.128 1.709 -1.699
P 1.701 -0.212 0.438 0.625
C 2.113 -1.252 -1.073 -0.121
N 3.343 -1.652 -1.224 -0.266
C 3.704 -2.265 -2.377 0.154
C 5.049 -2.689 -2.563 -0.603
C 5.417 -3.244 -3.745 -0.560
C 4.469 -3.410 -4.800 -0.515
C 3.178 -3.023 -4.639 -0.561
C 2.770 -2.445 -3.406 0.251
N 1.469 -2.120 -3.211 -0.402
C 1.118 -1.581 -2.080 0.492
P -0.714 -1.354 -1.756 1.339
C -1.352 -1.199 -3.461 -1.746
C -1.179 -3.100 -1.261 1.639
C -0.956 -4.133 -2.365 -1.839
C -0.360 -3.473 -0.022 -1.659
C -2.664 -3.081 -0.885 -1.400
C 2.688 1.352 0.153 2.010
C 2.410 2.258 1.361 -1.937
C 4.192 1.139 0.011 -1.771
C 2.112 2.015 -1.102 -1.591
H 3.632 -1.381 1.350 0.407
H 2.105 -2.043 1.975 0.380
H 2.709 -0.504 2.599 0.431
H 5.750 -2.538 -1.753 0.459
H 6.440 -3.561 -3.897 0.400
H 4.788 -3.851 -5.735 0.401
H 2.438 -3.146 -5.419 0.450
H -0.897 -1.920 -4.137 0.443
H -1.151 -0.193 -3.826 0.427
H -2.434 -1.337 -3.440 0.392
H 0.060 -4.137 -2.756 0.287
H -1.640 -3.975 -3.200 0.362
H -1.165 -5.126 -1.955 0.512
H 0.711 -3.538 -0.230 0.324
H -0.684 -4.454 0.337 0.573
H -0.507 -2.754 0.791 0.153
H -3.299 -2.758 -1.713 0.332
H -2.863 -2.435 -0.026 0.150
H -2.970 -4.097 -0.617 0.482
H 2.797 1.827 2.289 0.358
H 1.341 2.479 1.473 0.122
H 2.938 3.203 1.201 0.551
H 4.631 0.755 0.934 0.367
H 4.646 2.116 -0.181 0.507
H 4.470 0.472 -0.803 0.298
H 1.061 2.297 -0.960 0.117
H 2.230 1.397 -1.998 0.284
H 2.641 2.955 -1.278 0.514
C -2.044 4.355 -1.073 -0.942
C -1.824 4.857 0.322 1.040
C -2.167 6.160 0.653 -0.661
C -2.000 6.659 1.941 -0.778
C -1.477 5.793 2.901 -0.616
C -1.113 4.490 2.602 1.105
C -0.555 3.598 3.677 -1.257
C -1.260 3.959 1.282 -0.573
N -0.898 2.702 0.942 -0.539
H -2.512 5.120 -1.699 0.395
H -2.691 3.466 -1.076 -0.033
H -1.107 4.041 -1.548 0.075
H -2.581 6.804 -0.120 0.293
H -2.277 7.675 2.192 0.357
H -1.349 6.146 3.922 0.319
H -0.775 3.994 4.672 0.436
H 0.532 3.478 3.602 0.177
H -0.971 2.590 3.585 0.033
```

## Properties
Multiplicity = 1
LUMO = -0.934 eV
Frontier orbital gap = 3.39 eV
E_tot = -5398.521617 Ha
E_HOMO = -0.1591 Eh
Energy above the lowest of the compared OMol25 structures with the same formula, charge and spin = 4.7 kcal/mol

---

(2)
CClF2O2S | wB97M-V/def2-TZVPD

```
7
Properties=species:S:1:pos:R:3:mulliken_charge:R:1
C -0.159 2.541 0.142 -0.431
O 1.769 -3.504 0.852 -0.355
O -0.240 -4.172 -0.666 -0.390
F -0.160 2.624 -1.216 -0.119
F -0.178 3.844 0.636 -0.180
S 0.802 -3.213 -0.190 0.735
Cl -1.835 1.880 0.441 -0.260
```

## Properties
Net charge = -1
Multiplicity = 1
LUMO = 0.899 eV
Frontier orbital gap = 3.27 eV
E_tot = -1246.679262 Ha
E_HOMO = -0.0870 Eh
Energy above the lowest of the compared OMol25 structures with the same formula, charge and spin = 52.3 kcal/mol

---

(3)
C82H173Cl14F15N8O10 | wB97M-V/def2-TZVPD

```
302
Properties=species:S:1:pos:R:3:mulliken_charge:R:1
C 1.053 -0.823 -2.214 -0.493
C -0.304 -0.584 -1.573 0.693
O 0.015 -0.254 -0.168 0.020
C -0.908 0.345 0.568 -0.032
O -2.034 0.610 0.253 -0.519
C -0.344 0.578 2.090 0.269
F 0.978 0.693 2.064 -0.047
F -1.001 1.560 2.682 0.200
F -0.629 -0.637 2.676 -0.089
H 1.742 0.007 -2.101 0.292
H 0.972 -0.913 -3.292 -0.040
H 1.533 -1.770 -1.957 -0.101
H -0.962 -1.456 -1.635 -0.074
H -0.934 0.215 -2.021 -0.251
C -2.845 -4.688 7.209 -1.109
C -3.098 -3.161 7.374 -0.216
O -1.869 -2.443 7.349 -0.320
C -1.471 -1.956 6.193 -0.011
O -2.042 -1.989 5.163 -0.091
C -0.018 -1.355 6.303 0.711
F -0.184 -0.051 6.540 0.062
F 0.711 -1.958 7.220 -0.297
F 0.619 -1.560 5.148 -0.073
H -2.578 -4.902 6.160 0.231
H -3.730 -5.266 7.531 0.400
H -1.994 -4.941 7.868 0.300
H -3.448 -3.047 8.408 0.348
H -3.826 -2.805 6.627 0.232
C 10.019 -1.092 -2.722 -1.180
C 9.331 0.177 -3.187 -0.041
O 7.987 -0.016 -2.684 -0.104
C 7.073 0.865 -3.168 0.146
O 7.247 1.825 -3.824 -0.569
C 5.618 0.460 -2.687 0.951
F 5.592 -0.833 -2.294 -0.076
F 5.225 1.225 -1.686 -0.242
F 4.784 0.711 -3.675 -0.195
H 9.533 -1.981 -3.086 0.245
H 10.084 -1.084 -1.629 0.330
H 11.064 -1.098 -3.088 0.393
H 9.351 0.197 -4.278 0.042
H 9.763 1.064 -2.720 0.388
C 5.130 -6.135 3.201 -0.971
C 3.822 -6.869 3.312 -0.331
O 2.635 -5.970 3.234 -0.351
C 2.356 -5.542 2.025 -0.168
O 2.981 -5.822 1.071 -0.439
C 1.092 -4.635 2.029 1.240
F 1.382 -3.449 1.550 -0.054
F 0.148 -5.248 1.301 -0.221
F 0.649 -4.328 3.295 -0.219
H 5.184 -5.291 3.889 0.272
H 5.284 -5.715 2.205 0.190
H 5.985 -6.769 3.399 0.439
H 3.642 -7.360 4.275 0.342
H 3.705 -7.668 2.595 0.329
C -3.003 -3.053 2.085 -0.536
C -3.956 -2.683 0.964 0.417
O -4.533 -3.837 0.245 -0.430
C -3.812 -4.279 -0.795 0.235
O -2.867 -3.735 -1.343 -0.136
C -4.384 -5.567 -1.380 0.609
F -3.385 -6.404 -1.638 -0.206
F -5.335 -6.138 -0.663 -0.284
F -4.972 -5.248 -2.537 -0.204
H -2.701 -2.184 2.683 -0.150
H -2.048 -3.432 1.680 -0.007
H -3.370 -3.837 2.758 0.504
H -3.481 -2.031 0.241 0.073
H -4.781 -2.149 1.372 0.071
Cl 3.775 -3.440 -0.795 0.086
C 2.975 -4.107 -2.323 -0.499
C 3.379 -5.567 -2.574 -0.677
Cl 2.897 -6.241 -4.208 -0.164
H 3.249 -3.431 -3.138 -0.012
H 1.876 -4.016 -2.201 0.512
H 2.864 -6.204 -1.830 0.323
H 4.452 -5.669 -2.522 0.430
Cl -0.214 6.488 3.039 -0.166
C -1.749 5.854 3.687 0.668
C -2.528 6.910 4.486 -0.135
Cl -1.753 7.330 6.030 -0.190
H -1.590 4.969 4.319 -0.372
H -2.304 5.463 2.809 0.069
H -3.450 6.443 4.824 -0.070
H -2.677 7.808 3.865 0.430
Cl 1.840 -2.588 -5.624 0.024
C 0.429 -2.656 -6.729 0.048
C -0.459 -1.440 -6.611 0.524
Cl -1.889 -1.636 -7.641 -0.200
H -0.115 -3.587 -6.552 -0.784
H 0.869 -2.724 -7.741 0.450
H 0.147 -0.569 -6.885 0.388
H -0.773 -1.256 -5.585 -0.511
Cl -3.627 3.344 3.088 -0.145
C -4.936 2.080 3.200 -0.676
C -4.388 0.728 2.752 2.263
Cl -5.594 -0.507 3.049 -0.319
H -5.776 2.422 2.571 -0.151
H -5.260 2.030 4.259 0.468
H -3.491 0.456 3.295 -0.640
H -4.112 0.724 1.681 -0.916
Cl 0.108 5.610 -2.804 -0.238
C -0.818 4.021 -2.630 -0.192
C -1.254 3.899 -1.169 -0.030
Cl 0.097 3.602 -0.106 0.181
H -0.224 3.205 -2.950 0.094
H -1.689 4.102 -3.271 0.325
H -1.942 3.088 -1.032 -0.699
H -1.745 4.798 -0.810 0.523
Cl 1.293 1.692 -5.289 0.047
C 2.861 2.519 -5.023 -0.469
C 2.792 3.995 -5.349 -0.099
Cl 4.368 4.832 -4.986 -0.214
H 3.600 1.992 -5.617 0.334
H 3.117 2.424 -3.980 0.007
H 1.980 4.475 -4.775 0.004
H 2.584 4.151 -6.425 0.342
Cl -1.887 4.006 -6.352 -0.212
C -2.251 2.341 -6.895 -0.418
C -3.074 1.572 -5.870 -0.416
Cl -2.147 1.202 -4.379 0.313
H -1.290 1.874 -7.125 0.153
H -2.834 2.480 -7.781 0.497
H -3.370 0.586 -6.238 -0.324
H -3.960 2.108 -5.568 0.409
C -2.185 -4.374 -4.480 0.113
C -2.490 -5.274 -5.694 -1.011
N -2.078 -6.692 -5.408 0.391
C -2.862 -7.675 -6.188 -0.508
C -4.264 -7.785 -5.634 -1.167
C -0.621 -6.867 -5.496 -0.361
C 0.066 -6.714 -6.876 -0.992
H -2.535 -3.348 -4.650 -0.039
H -1.104 -4.428 -4.348 -0.153
H -2.685 -4.731 -3.583 -0.020
H -3.537 -5.305 -5.915 0.603
H -1.911 -4.979 -6.583 0.124
H -2.839 -7.426 -7.255 0.311
H -2.309 -8.600 -6.080 0.451
H -4.835 -6.861 -5.776 0.299
H -4.804 -8.559 -6.140 0.442
H -4.234 -7.924 -4.546 0.217
H -0.359 -7.868 -5.133 0.380
H -0.162 -6.156 -4.786 0.030
H 1.156 -6.924 -6.798 0.337
H -0.026 -5.708 -7.268 0.214
H -0.297 -7.469 -7.560 0.347
C 4.620 4.100 8.104 -1.321
C 3.407 4.656 7.368 -0.700
N 2.576 3.682 6.613 0.897
C 2.076 2.618 7.412 -0.409
C 1.166 3.016 8.532 -1.557
C 1.592 4.395 5.804 -1.288
C 0.611 3.478 5.050 0.715
H 5.213 4.929 8.449 0.444
H 5.219 3.431 7.466 0.220
H 4.271 3.532 8.982 0.259
H 2.759 5.210 8.051 0.512
H 3.763 5.360 6.643 0.473
H 1.575 1.908 6.752 -0.107
H 2.852 2.011 7.876 0.660
H 0.327 3.698 8.274 0.121
H 0.709 2.113 8.996 0.462
H 1.692 3.541 9.320 0.348
H 2.203 5.035 5.161 0.057
H 0.990 5.097 6.424 0.587
H -0.208 3.213 5.726 0.141
H 1.116 2.574 4.661 -0.334
H 0.137 4.060 4.275 -0.239
C -8.461 -0.397 -3.584 -1.626
C -7.251 0.524 -3.860 0.198
N -6.278 -0.045 -4.840 0.872
C -6.982 -0.218 -6.136 -0.797
C -5.996 -0.169 -7.325 -1.167
C -5.543 -1.272 -4.366 -1.133
C -4.710 -1.050 -3.124 1.318
H -9.055 -0.605 -4.472 0.360
H -9.131 -0.014 -2.838 0.547
H -8.106 -1.362 -3.232 0.335
H -7.592 1.483 -4.301 0.418
H -6.768 0.871 -2.937 -0.558
H -7.629 -1.107 -6.238 0.387
H -7.710 0.581 -6.222 0.560
H -6.455 -0.488 -8.283 0.425
H -5.668 0.835 -7.496 0.238
H -5.123 -0.832 -7.173 0.175
H -4.882 -1.578 -5.186 0.316
H -6.260 -2.061 -4.182 0.199
H -3.880 -0.374 -3.328 -0.492
H -4.289 -2.019 -2.827 -0.235
H -5.308 -0.521 -2.371 -0.473
C 3.783 -0.366 1.470 1.470
C 3.922 -1.454 2.543 0.207
N 4.950 -1.228 3.599 0.178
C 6.322 -1.280 3.060 -0.514
C 6.574 -2.595 2.295 -1.019
C 4.808 0.111 4.281 -0.965
C 3.497 0.297 4.986 0.447
H 4.665 -0.278 0.838 0.125
H 3.508 0.566 1.960 -1.187
H 2.949 -0.584 0.812 -0.187
H 2.948 -1.556 3.035 -0.405
H 4.070 -2.437 2.038 -0.113
H 6.603 -0.406 2.463 0.313
H 7.018 -1.246 3.873 0.567
H 5.980 -3.416 2.693 0.029
H 6.229 -2.548 1.285 0.183
H 7.625 -2.825 2.294 0.510
H 4.913 0.915 3.547 0.280
H 5.620 0.190 4.977 0.722
H 3.473 1.284 5.493 -0.350
H 3.297 -0.508 5.720 0.438
H 2.635 0.312 4.319 -0.545
C 8.697 -1.124 -6.661 -1.635
C 7.394 -1.168 -5.920 1.491
N 6.684 -2.426 -6.286 0.194
C 5.949 -2.143 -7.538 -0.342
C 5.661 -3.385 -8.325 -1.357
C 5.818 -2.949 -5.226 0.051
C 6.535 -3.608 -4.060 -0.721
H 8.534 -1.146 -7.744 0.381
H 9.351 -1.961 -6.497 0.304
H 9.218 -0.213 -6.418 0.505
H 7.546 -1.226 -4.816 -1.075
H 6.830 -0.223 -6.119 0.013
H 5.038 -1.546 -7.321 0.148
H 6.498 -1.457 -8.157 0.502
H 5.109 -3.176 -9.204 0.486
H 6.570 -3.927 -8.598 0.297
H 4.980 -4.082 -7.797 0.236
H 5.075 -3.617 -5.679 0.450
H 5.285 -2.078 -4.786 -0.268
H 7.177 -4.422 -4.429 0.377
H 5.856 -3.986 -3.290 -0.031
H 7.113 -2.838 -3.565 -0.137
C -3.975 2.789 10.247 -1.601
C -3.304 2.776 8.892 0.423
N -4.120 3.116 7.679 -0.015
C -4.353 4.606 7.679 -0.136
C -5.321 5.019 6.641 -1.263
C -3.297 2.826 6.486 0.749
C -3.324 1.332 6.155 -0.744
H -5.022 2.446 10.149 0.317
H -3.907 3.763 10.771 0.327
H -3.482 2.091 10.924 0.473
H -2.468 3.545 8.943 0.071
H -2.860 1.772 8.732 0.040
H -4.780 4.893 8.651 0.419
H -3.388 5.147 7.700 0.283
H -4.976 4.964 5.625 0.077
H -6.195 4.362 6.679 0.365
H -5.629 6.043 6.804 0.417
H -2.236 3.184 6.685 0.126
H -3.580 3.465 5.656 -0.677
H -4.339 0.976 6.031 0.253
H -2.866 0.725 6.958 0.306
H -2.776 1.200 5.218 -0.309
C 2.330 6.712 0.303 -0.286
C 3.627 6.646 1.121 -0.898
N 4.075 5.313 1.545 0.034
C 4.313 4.352 0.483 0.325
C 5.179 4.895 -0.663 -1.430
C 3.307 4.792 2.690 -0.578
C 3.949 3.539 3.285 0.247
H 2.461 6.169 -0.663 0.012
H 2.045 7.722 -0.021 0.488
H 1.457 6.252 0.809 -0.156
H 4.453 7.113 0.576 0.444
H 3.446 7.311 1.968 0.406
H 4.804 3.454 0.900 0.365
H 3.349 3.952 0.027 -0.111
H 5.485 4.061 -1.315 0.277
H 4.612 5.565 -1.335 0.267
H 6.088 5.326 -0.199 0.327
H 2.239 4.750 2.488 0.194
H 3.411 5.611 3.419 0.437
H 3.770 2.598 2.766 -0.568
H 3.613 3.442 4.324 -0.351
H 5.039 3.649 3.294 0.583
C -4.739 2.195 -1.919 -1.107
C -5.665 1.823 -0.783 0.313
N -7.055 2.368 -0.895 0.621
C -7.902 1.843 0.156 -0.044
C -8.124 0.313 0.108 -0.695
C -7.082 3.835 -0.910 -0.059
C -8.351 4.414 -1.562 -1.349
H -3.827 1.679 -1.729 -0.386
H -4.513 3.251 -1.953 0.772
H -5.111 1.889 -2.884 0.132
H -5.750 0.729 -0.687 -0.095
H -5.242 2.277 0.168 0.119
H -7.518 2.095 1.198 -0.137
H -8.890 2.255 -0.049 0.417
H -7.303 -0.269 0.484 -0.042
H -8.991 0.065 0.762 0.485
H -8.382 -0.003 -0.908 -0.092
H -6.301 4.083 -1.606 0.169
H -6.836 4.289 0.126 0.101
H -8.473 4.063 -2.566 0.254
H -8.307 5.510 -1.506 0.411
H -9.292 4.142 -1.077 0.345
```

## Properties
Multiplicity = 1
LUMO = 0.434 eV
Frontier orbital gap = 8.06 eV
E_tot = -12359.281442 Ha
E_HOMO = -0.2803 Eh